{
  "formula": "C2H2OS2",
  "method": "ωB97M-V/def2-TZVPD",
  "species": ["O", "C", "C", "S", "S", "H", "H"],
  "xyz": [[1.679406, -1.051601, -0.453961], [0.714875, -0.983110, 0.234573], [-0.478864, 0.061254, -0.163094], [-2.078061, -0.392462, -0.162850], [0.253702, 1.641043, -0.054597], [0.692970, -1.642903, 1.033796], [-0.784031, 2.367779, -0.433867]],
  "forces_ev_per_a": [[0.86, 0.36, -0.83], [-1.10, 1.91, -2.61], [-0.20, -1.21, 2.18], [1.96, 0.49, -0.44], [0.26, -0.61, -0.48], [-1.20, -1.13, 2.22], [-0.57, 0.19, -0.05]],
  "total_energy_ha": -948.9645,
  "e_lumo_ev": -1.1,
  "smiles": "O=CC(=S)S",
  "relative_energy_kcal_mol": 25.4
}

{
  "formula": "C23H41N11O7P2",
  "method": "ωB97M-V/def2-TZVPD",
  "species": ["C", "N", "C", "O", "P", "O", "O", "O", "C", "P", "O", "O", "O", "H", "H", "H", "H", "H", "H", "H", "H", "H", "H", "H", "C", "C", "N", "H", "H", "H", "C", "C", "N", "H", "H", "H", "C", "C", "N", "H", "H", "H", "C", "C", "N", "H", "H", "H", "C", "C", "N", "H", "H", "H", "C", "C", "N", "H", "H", "H", "C", "C", "N", "H", "H", "H", "C", "C", "N", "H", "H", "H", "C", "C", "N", "H", "H", "H", "C", "C", "N", "H", "H", "H"],
  "xyz": [[-7.047347, 3.077983, 2.021626], [-7.502548, 2.798539, 0.642505], [-6.353939, 2.557052, -0.282204], [-5.220027, 3.397974, 0.008162], [-3.785607, 2.588794, 0.132866], [-2.706684, 3.538937, -0.354676], [-3.502265, 2.337580, 1.752199], [-3.716853, 1.173120, -0.789206], [-3.288241, 0.015686, -0.037338], [-4.751155, -0.932883, 0.593495], [-4.302821, -2.207175, 1.203162], [-5.627314, -0.135767, 1.735619], [-5.658095, -1.297042, -0.744449], [-7.116652, 4.169902, 2.223869], [-6.053725, 2.644510, 2.282769], [-7.777446, 2.589400, 2.716027], [-8.023376, 1.923293, 0.674636], [-6.144248, 1.465055, -0.248340], [-6.708173, 2.845964, -1.301067], [-3.995781, 3.020591, 2.238236], [-2.789571, -0.663424, -0.775898], [-2.522088, 0.231154, 0.741459], [-5.061950, 0.184729, 2.455606], [-6.582801, -1.339554, -0.442313], [0.455917, 0.888915, -2.137581], [-0.629898, 1.831761, -1.779160], [-1.477564, 2.570547, -1.497636], [0.293289, 0.501430, -3.142078], [1.416288, 1.402333, -2.105142], [0.475101, 0.059457, -1.437971], [-10.977346, 4.941357, 1.682635], [-10.446798, 3.571856, 1.554932], [-10.033612, 2.509410, 1.452259], [-11.889022, 4.930869, 2.278261], [-10.240766, 5.579260, 2.169352], [-11.200762, 5.344464, 0.695976], [3.363415, -1.197776, 0.072166], [2.433461, -1.576676, -1.005121], [1.709413, -1.870844, -1.845548], [2.995144, -0.303975, 0.577681], [3.443551, -2.008124, 0.794961], [4.351137, -0.992623, -0.340690], [5.093792, -4.594064, -1.776726], [5.047182, -4.286304, -0.333392], [5.006039, -4.062612, 0.796233], [4.353111, -3.999099, -2.306619], [6.081842, -4.366655, -2.171864], [4.881274, -5.645686, -1.936495], [6.352300, -8.709608, -3.108546], [6.212361, -7.320523, -3.585300], [6.101616, -6.240603, -3.953078], [5.758447, -9.376159, -3.732195], [7.396988, -9.013390, -3.156326], [6.006481, -8.783668, -2.078194], [3.142784, -5.403897, -6.663265], [3.090315, -5.097906, -5.222008], [3.051026, -4.858711, -4.102848], [2.403007, -4.807359, -7.195199], [4.133425, -5.174529, -7.053472], [2.931904, -6.460028, -6.825164], [8.529546, -1.721035, 1.349611], [7.281697, -1.512767, 0.593186], [6.311227, -1.348546, 0.006732], [8.731842, -2.787262, 1.444658], [9.360814, -1.245665, 0.830640], [8.436456, -1.287903, 2.340895], [-1.647392, 7.238147, 1.877921], [-1.949160, 6.098236, 0.981817], [-2.190886, 5.206097, 0.279640], [-2.352996, 7.260037, 2.709252], [-0.636821, 7.140219, 2.273049], [-1.723262, 8.172521, 1.323574], [-0.752590, 0.963119, 3.386290], [0.277208, 1.056495, 2.335481], [1.076966, 1.130131, 1.518590], [-1.659362, 1.471024, 3.059037], [-0.981630, -0.083058, 3.587603], [-0.391119, 1.431143, 4.301016], [7.938403, 2.169934, 2.822620], [8.785155, 1.084062, 3.352702], [9.443300, 0.240262, 3.764376], [8.241056, 3.120810, 3.258717], [8.042364, 2.225105, 1.739774], [6.895097, 1.979807, 3.070670]],
  "forces_ev_per_a": [[-1.03, -0.32, 0.64], [1.81, 0.02, 0.10], [-1.83, 0.09, -0.45], [0.41, -2.89, 0.27], [4.04, 4.59, -2.48], [-8.10, -5.73, 2.89], [-1.29, -0.99, -0.96], [-1.00, 0.99, 2.93], [-0.42, -0.45, -0.94], [0.95, -3.02, 0.84], [0.21, 0.87, -0.28], [0.11, 0.44, -1.85], [0.09, 1.86, 2.02], [0.52, -0.69, -0.09], [-0.56, 0.47, -0.21], [0.58, 0.45, -0.52], [-0.01, 0.38, -0.10], [0.49, 0.79, -0.22], [0.44, -0.40, 0.66], [0.17, -0.13, -0.19], [-0.52, 0.44, 0.61], [-0.75, -0.07, -0.33], [-0.01, -0.16, -0.21], [0.08, -0.18, -0.41], [-0.57, 0.50, 0.28], [0.30, -0.11, 0.09], [4.12, -2.73, -4.19], [0.00, -0.03, 0.05], [-0.03, -0.02, 0.04], [0.00, 0.06, -0.07], [0.18, -0.40, -0.04], [-0.38, 0.62, 0.07], [-0.43, -0.24, 0.18], [0.03, -0.02, -0.02], [0.00, -0.04, -0.03], [0.03, -0.04, 0.02], [-0.47, 0.15, -0.34], [0.45, 0.05, 0.58], [0.00, -0.18, -0.12], [-0.12, -0.03, -0.08], [0.06, -0.02, -0.09], [-0.35, -0.14, 0.07], [0.03, 0.44, 0.79], [-0.03, -0.11, 0.00], [0.03, -0.20, -0.46], [-0.02, -0.08, 0.04], [-0.03, -0.02, 0.05], [-0.09, 0.09, 0.04], [-0.05, 0.42, -0.12], [0.11, -0.68, 0.12], [0.15, -0.07, -0.30], [0.01, 0.04, 0.01], [-0.03, 0.03, 0.00], [0.00, 0.02, -0.03], [0.00, 0.10, 0.42], [0.02, -0.13, -0.69], [-0.13, -0.02, 0.07], [0.02, -0.01, 0.04], [-0.02, -0.01, 0.05], [0.00, 0.03, 0.02], [-0.44, -0.10, -0.30], [0.62, -0.12, 0.34], [0.51, 0.17, -0.14], [-0.06, 0.02, -0.04], [-0.04, 0.01, 0.02], [0.02, -0.08, -0.04], [-0.16, -0.49, -0.20], [-0.06, 0.06, 0.38], [2.38, 6.79, 1.80], [0.05, 0.03, -0.03], [-0.03, 0.01, -0.01], [0.00, -0.04, 0.01], [0.25, 0.01, -0.29], [-0.51, -0.02, 0.49], [0.15, -0.02, -0.14], [0.06, 0.02, -0.05], [0.05, 0.02, -0.02], [0.02, -0.02, -0.04], [0.23, -0.32, 0.15], [-0.35, 0.60, -0.15], [0.07, 0.00, 0.08], [0.02, -0.05, 0.00], [0.00, -0.03, 0.04], [0.04, -0.02, -0.01]],
  "total_energy_ha": -2712.5529,
  "e_lumo_ev": 0.3,
  "smiles": "CNCO[P@@](=O)(O)OCP(=O)(O)O.CC#N.CC#N.CC#N.CC#N.CC#N.CC#N.CC#N.CC#N.CC#N.CC#N"
}

{
  "formula": "C32H53NP2Ti",
  "method": "ωB97M-V/def2-TZVPD",
  "species": ["Ti", "C", "C", "C", "C", "C", "C", "H", "H", "H", "C", "H", "H", "H", "C", "H", "H", "H", "C", "H", "H", "H", "C", "H", "H", "H", "C", "C", "C", "C", "C", "C", "C", "C", "H", "H", "H", "H", "H", "H", "H", "H", "H", "H", "H", "H", "P", "C", "C", "P", "C", "C", "C", "H", "H", "H", "H", "H", "H", "H", "H", "H", "H", "H", "H", "H", "H", "C", "N", "C", "C", "C", "C", "C", "C", "C", "C", "H", "H", "H", "H", "H", "H", "H", "H", "H", "H", "H", "H"],
  "xyz": [[-0.004180, -0.746703, 1.339772], [-0.808045, -2.619865, 2.188014], [0.492744, -2.850458, 1.563226], [0.764656, -1.390353, 3.380595], [-0.612247, -1.771049, 3.330697], [1.466815, -2.067159, 2.308719], [-2.096047, -3.260230, 1.809005], [-2.083177, -3.630839, 0.775976], [-2.937433, -2.556988, 1.906113], [-2.324619, -4.112892, 2.469776], [-1.604352, -1.511291, 4.405345], [-2.617181, -1.706422, 4.043737], [-1.551297, -0.471851, 4.752209], [-1.434099, -2.164662, 5.277144], [1.373748, -0.555008, 4.446609], [1.439018, -1.092705, 5.406324], [0.765092, 0.342465, 4.620867], [2.385901, -0.241006, 4.170663], [2.949947, -2.090201, 2.140165], [3.413544, -2.766270, 2.877182], [3.387659, -1.095016, 2.301519], [3.239548, -2.438800, 1.144131], [0.791384, -3.900404, 0.557119], [0.991218, -4.867038, 1.047866], [1.677725, -3.653274, -0.034699], [-0.051354, -4.057507, -0.123162], [-1.569746, 0.495004, -5.171825], [-1.641916, -0.844533, -5.231490], [-0.876002, -1.719378, -6.172566], [0.547909, -1.253519, -6.563653], [1.388230, -0.790743, -5.408754], [1.444285, 0.451581, -4.905666], [0.699024, 1.637407, -5.437279], [-0.707335, 1.371860, -6.026149], [-1.452787, -1.869259, -7.102259], [0.497813, -0.525507, -7.385708], [-0.777094, -2.715572, -5.712886], [-0.629193, 1.018785, -7.062947], [-2.253047, 1.053812, -4.526859], [-2.420800, -1.363988, -4.664619], [-1.208974, 2.352018, -6.071663], [0.579630, 2.363995, -4.617310], [2.188747, 0.687666, -4.137699], [1.296178, 2.147600, -6.213386], [1.050306, -2.145178, -6.975225], [2.057140, -1.568105, -5.020975], [-1.197915, -0.539706, -0.980087], [-2.636041, 0.392855, -1.578672], [-1.209235, -2.015173, -2.047347], [1.559711, 0.032659, -0.509340], [0.203968, 0.447279, -1.680216], [2.572755, -1.142511, -1.461060], [2.595312, 1.501516, -0.364925], [-2.657691, 1.375935, -1.098469], [-3.540795, -0.168506, -1.304850], [-2.581164, 0.516624, -2.669749], [-1.228272, -1.709907, -3.105304], [-2.130353, -2.578458, -1.822541], [-0.343498, -2.667724, -1.879074], [2.736748, 1.933487, -1.368423], [3.565523, 1.200988, 0.058932], [2.133312, 2.244947, 0.300374], [-0.033738, 1.523127, -1.641895], [0.430652, 0.168782, -2.726005], [3.552356, -1.224191, -0.963066], [2.706371, -0.778199, -2.492664], [2.116974, -2.142726, -1.489843], [1.769262, 4.465803, 4.315657], [0.699763, 3.507485, 4.159915], [0.341690, 2.861496, 5.395486], [0.706517, 2.711968, 2.931359], [-0.701870, 2.272072, 2.639938], [-1.679912, 3.241190, 2.874852], [-3.040367, 2.963191, 2.732956], [-3.426995, 1.685716, 2.332489], [-2.443798, 0.726185, 2.065023], [-1.079512, 1.016168, 2.145760], [2.744100, 3.972088, 4.478491], [1.541788, 5.093581, 5.197188], [1.835792, 5.100348, 3.421094], [-0.546624, 2.226480, 5.298658], [1.171381, 2.253649, 5.804083], [0.126741, 3.661169, 6.129475], [1.069576, 3.378958, 2.126733], [1.431100, 1.866782, 2.970582], [-1.336938, 4.226857, 3.205189], [-3.779141, 3.742214, 2.920905], [-4.476038, 1.419731, 2.228522], [-2.768847, -0.272624, 1.753894]],
  "forces_ev_per_a": [[-1.59, 2.98, -0.20], [1.30, -0.20, 0.52], [-0.10, 0.33, 1.87], [0.03, -1.64, -0.56], [0.98, -0.90, -0.42], [-1.02, -0.67, 0.82], [-0.61, -0.24, -0.05], [-0.01, 0.07, 0.25], [0.22, -0.22, -0.07], [0.11, 0.21, -0.24], [-0.41, 0.45, 0.07], [0.06, 0.12, 0.14], [-0.09, -0.20, -0.06], [0.10, 0.13, -0.36], [0.07, 0.48, 0.22], [-0.04, 0.02, -0.34], [0.21, -0.24, 0.00], [-0.17, 0.01, 0.12], [0.37, 0.07, 0.06], [-0.15, 0.17, -0.24], [-0.06, -0.24, -0.09], [-0.02, 0.06, 0.15], [0.10, -0.35, -0.41], [-0.06, 0.31, -0.10], [-0.13, -0.10, 0.03], [0.16, -0.01, 0.04], [-0.41, -0.69, -0.10], [-0.56, 0.95, -0.33], [0.37, -0.41, -0.08], [-0.07, -0.48, -0.42], [0.39, 0.41, 0.29], [0.47, -0.61, -0.67], [-0.33, 0.43, 0.08], [0.15, 0.59, -0.13], [0.09, 0.00, 0.33], [0.16, -0.19, 0.41], [-0.12, 0.19, -0.12], [-0.15, 0.03, 0.42], [0.15, -0.33, -0.04], [0.21, 0.27, -0.04], [0.19, -0.28, -0.18], [0.10, -0.12, -0.19], [-0.22, -0.21, -0.14], [-0.06, -0.13, 0.32], [-0.18, 0.37, -0.04], [-0.20, 0.36, 0.18], [0.22, 0.12, -0.73], [-0.38, -0.17, 0.15], [-0.23, -0.25, -0.27], [0.02, -0.14, -0.35], [-0.01, 0.07, -0.11], [0.39, -0.13, -0.10], [0.35, 0.34, -0.17], [-0.07, -0.18, 0.01], [0.11, 0.31, -0.13], [-0.01, -0.15, 0.43], [0.07, -0.13, 0.49], [0.35, 0.06, -0.09], [-0.20, 0.19, 0.07], [0.13, -0.03, 0.38], [-0.25, 0.20, -0.14], [0.10, -0.25, -0.24], [0.05, -0.33, 0.09], [-0.12, 0.16, 0.41], [-0.29, -0.05, -0.26], [0.03, -0.15, 0.38], [0.08, 0.38, -0.02], [-0.01, -0.13, 0.10], [-0.13, 0.31, -0.62], [0.26, 0.14, 0.39], [0.64, 0.39, 0.52], [-0.71, 0.11, -0.39], [-0.35, 0.24, 0.11], [0.32, -0.05, -0.21], [0.13, -0.27, 0.09], [-0.57, 0.48, -0.29], [1.05, -0.87, 0.05], [0.04, 0.20, 0.03], [0.23, -0.18, -0.46], [0.03, -0.11, 0.25], [0.14, 0.17, -0.11], [-0.15, 0.00, 0.04], [-0.01, -0.50, -0.20], [-0.13, -0.15, 0.26], [-0.32, 0.04, -0.07], [-0.30, -0.36, -0.07], [0.16, -0.23, -0.03], [0.11, 0.11, 0.08], [-0.02, 0.23, 0.02]],
  "total_energy_ha": -2837.8054,
  "s_squared": 0.75,
  "charge": 1,
  "e_lumo_ev": [-3.1, -3.0],
  "multiplicity": 2
}

{
  "formula": "C12H24Cl6O3",
  "method": "ωB97M-V/def2-TZVPD",
  "species": ["C", "C", "C", "O", "H", "H", "H", "H", "H", "H", "C", "C", "C", "O", "H", "H", "H", "H", "H", "H", "C", "C", "C", "O", "H", "H", "H", "H", "H", "H", "Cl", "C", "Cl", "H", "H", "Cl", "C", "Cl", "H", "H", "Cl", "C", "Cl", "H", "H"],
  "xyz": [[-3.112605, -1.568962, 2.361694], [-2.011465, -0.545092, 1.991374], [-0.864415, -0.408742, 3.057484], [-2.018245, 0.063158, 0.904414], [-2.718975, -2.573302, 2.518124], [-3.824375, -1.765942, 1.560024], [-3.644245, -1.118792, 3.200024], [-1.425455, -0.515852, 3.985844], [-0.418985, 0.584158, 2.995504], [-0.134485, -1.217282, 3.097164], [0.387165, 2.555758, -2.140136], [0.251935, 2.056678, -0.730836], [0.956635, 2.766798, 0.349214], [-0.531135, 1.190348, -0.419586], [-0.475985, 2.179638, -2.689336], [1.377325, 2.252128, -2.479966], [0.117775, 3.605618, -2.255556], [0.789155, 2.336298, 1.336494], [0.456385, 3.734818, 0.320834], [2.034045, 2.891248, 0.240564], [1.278335, -1.723472, -2.891756], [0.916475, -0.224742, -2.853986], [0.847845, 0.563548, -4.132166], [0.681145, 0.348538, -1.746416], [0.476125, -2.322092, -3.323276], [1.283265, -2.035842, -1.847486], [2.267265, -1.851662, -3.331856], [0.768755, -0.080642, -5.007876], [1.826375, 1.043668, -4.140676], [0.002365, 1.244428, -4.230436], [-2.853985, 2.597088, 0.500474], [-1.752085, 2.295838, 1.875694], [-1.003945, 3.831808, 2.294174], [-2.382315, 1.879838, 2.661734], [-0.991905, 1.528358, 1.730064], [0.508895, -2.067502, 0.750144], [0.708905, -0.343552, 0.628214], [1.953715, 0.304368, 1.793204], [0.960235, 0.100738, -0.334876], [-0.253895, 0.105548, 0.871994], [3.440965, -4.743192, 1.291554], [1.876785, -4.258972, 0.566004], [0.563155, -4.720692, 1.676634], [1.975695, -3.190782, 0.372824], [1.711785, -4.783292, -0.375246]],
  "forces_ev_per_a": [[0.27, 0.67, -0.84], [0.28, -0.97, -2.05], [-2.11, 0.21, 0.06], [-1.37, -3.00, 3.48], [0.40, 0.24, 0.83], [0.03, 0.72, -0.23], [-0.04, -0.57, 0.32], [0.18, 0.30, 0.40], [0.30, -0.58, 0.39], [-0.12, 0.17, -0.52], [-1.25, 1.24, 0.18], [-1.67, 1.53, 0.79], [0.63, 0.81, 0.39], [-2.47, 4.09, -0.49], [0.57, -0.72, -0.02], [-0.39, 0.83, -0.42], [1.01, 0.64, 0.54], [0.04, 0.18, -0.59], [0.48, 0.32, 0.04], [0.01, 0.13, -0.36], [-0.55, 1.12, 1.11], [-1.17, 0.35, 2.58], [0.01, -1.02, -0.64], [3.45, -5.30, -8.57], [0.24, 0.13, -0.66], [0.35, -0.02, -0.01], [-0.23, -0.23, -0.29], [0.35, -0.29, 0.10], [-0.13, 0.51, -0.49], [0.52, 0.07, 0.38], [0.13, 0.10, 0.23], [-0.61, 0.31, 0.13], [-0.45, 0.35, 1.14], [-0.01, 0.72, 0.26], [-0.33, 1.29, -0.88], [-1.35, 2.11, -0.24], [0.79, 0.58, 2.19], [0.36, -0.93, 0.14], [0.80, -2.22, 1.38], [1.15, -0.75, 0.38], [-0.09, -0.15, -0.28], [1.46, -1.37, -0.18], [0.22, -0.15, -0.26], [0.20, -1.23, 0.37], [0.14, -0.19, 0.24]],
  "total_energy_ha": -3458.2001,
  "e_lumo_ev": 0.4,
  "smiles": "CC(C)=O.CC(C)=O.CC(C)=O.ClCCl.ClCCl.ClCCl",
  "relative_energy_kcal_mol": 184.5
}